Computed, not measured: 2 unconnected molecules or ions with the total composition C4H4S at a distorted geometry, with ωB97M-V with the def2-TZVPD basis set.

## Properties
LUMO energy in eV: -0.24
ΔE to the lowest compared entry with this formula, charge and spin in kcal per mole: 135.5
Charge: 0
Gap between HOMO and LUMO in eV: 9.59
Energy in hartree: -552.7762

```
9
Properties=species:S:1:pos:R:3:forces:R:3:mulliken_charge:R:1
C -5.10195 -0.68898 1.26418 0.750 -2.144 3.232 -0.315
C -4.83201 -1.30201 2.25385 -0.028 -0.022 0.034 -0.435
C 3.20693 -0.45440 -1.37719 1.763 2.811 0.119 0.143
C 3.89146 0.54064 -1.20667 1.478 2.073 0.514 -0.558
S 5.08182 2.22111 -0.81337 -2.100 -4.745 2.000 -0.091
H -5.19473 -0.08875 0.48999 -0.637 2.266 -3.255 0.387
H -4.57421 -1.82297 3.14361 -0.085 -0.100 -0.010 0.364
H 2.57174 -1.15604 -1.80800 -0.629 -0.997 -0.050 0.369
H 4.95096 2.75141 -1.94640 -0.512 0.858 -2.582 0.137
```
Positions in Å, forces in eV/Å.



Computed, not measured: a molecular structure, C3H6BrIO at a distorted geometry, with ωB97M-V with the def2-TZVPD basis set.

## Properties
LUMO energy in eV: 0.13
ΔE to the lowest compared entry with this formula, charge and spin in kcal per mole: 17.7
Charge: 0
Gap between HOMO and LUMO in eV: 9.70
Energy in hartree: -3064.8066

```
12
Properties=species:S:1:pos:R:3:forces:R:3:mulliken_charge:R:1
C 0.24013 0.42498 1.40156 -3.086 -0.034 -1.636 -1.308
C -0.59938 -0.26575 0.30758 4.528 1.209 -3.293 -0.062
C 0.02238 0.39497 -1.21158 -0.350 0.341 0.999 -0.692
O -0.48507 -1.62022 0.18565 1.300 -1.151 -0.246 -0.467
Br 1.90209 -0.16160 -1.34722 -0.139 -0.129 -0.030 -0.119
I -1.03050 -0.24676 -2.98970 0.091 0.068 0.647 0.099
H 1.27285 0.38761 1.36743 1.925 -0.518 -0.467 0.339
H -0.08240 1.43344 1.38570 -0.083 1.333 0.023 0.396
H -0.13864 0.04486 2.28252 -0.417 -0.945 2.259 0.409
H -1.60597 -0.13305 0.21464 -2.761 1.428 0.577 0.549
H 0.12273 1.50787 -1.34141 -0.526 -1.164 0.610 0.469
H 0.38178 -1.76633 -0.25516 -0.482 -0.437 0.558 0.388
```
Positions in Å, forces in eV/Å.



Computed, not measured: a molecular structure, C11H12N2S at a distorted geometry, with ωB97M-V with the def2-TZVPD basis set.

## Properties
LUMO energy in eV: 0.20
ΔE to the lowest compared entry with this formula, charge and spin in kcal per mole: 78.8
Charge: 0
Gap between HOMO and LUMO in eV: 8.57
Energy in hartree: -933.9428

```
26
Properties=species:S:1:pos:R:3:forces:R:3:mulliken_charge:R:1
C -0.67933 -1.46190 -1.22509 -0.887 -0.980 -0.653 0.466
C -1.00897 3.58796 -1.19497 -0.272 3.569 -0.383 -0.053
C 0.33897 3.36236 -1.40672 0.101 0.109 0.691 -0.853
C -1.93724 2.63810 -1.07212 -3.382 -0.275 0.611 -0.724
C 0.74403 2.07880 -1.26316 1.737 -2.538 -1.013 -0.234
C -1.52343 1.33407 -1.11056 0.335 -0.037 -0.450 -0.143
C -0.19690 0.99163 -1.23363 0.231 2.455 0.415 0.163
C 0.17604 -0.59452 0.98968 1.395 -2.240 -1.555 0.479
C 1.50685 -2.76704 0.65558 0.436 -0.730 1.897 -0.815
C 0.26533 -2.28209 2.73531 -1.097 -0.533 -1.141 -0.841
C 0.17582 -0.36736 -1.03683 1.733 -0.528 3.304 -0.329
N -1.30059 -2.42710 -1.30879 -0.106 0.037 -0.060 -0.568
N 0.64065 -1.82822 1.40760 -0.657 1.765 -1.781 0.079
S -0.47298 0.57566 1.85931 -0.264 0.458 0.003 -0.351
H -1.44555 4.58588 -1.12570 0.699 0.170 -0.243 0.314
H 1.10504 4.11453 -1.56780 -0.464 0.222 0.158 0.376
H -3.07125 2.95164 -0.91080 2.639 -0.930 -0.395 0.223
H 1.86258 1.89105 -1.32383 -1.513 -0.123 0.115 0.233
H -2.22348 0.56931 -1.09596 -1.305 -1.417 0.217 0.410
H 2.45843 -2.95326 1.32027 -1.345 0.762 -1.489 0.311
H 1.05658 -3.81883 0.66885 0.171 1.569 -0.600 0.296
H 1.72579 -2.34900 -0.33668 0.077 -0.604 0.501 0.273
H 1.21577 -2.34058 3.24781 -0.171 0.324 1.183 0.320
H -0.55867 -1.52790 3.06049 1.675 -1.860 0.195 0.230
H -0.04877 -3.37014 2.55613 -0.160 1.480 0.720 0.249
H 1.19528 -0.59306 -1.28840 0.393 -0.127 -0.244 0.490
```
Positions in Å, forces in eV/Å.



Computed, not measured: a single C6H11NO molecule at a distorted geometry, with ωB97M-V with the def2-TZVPD basis set.

## Properties
LUMO energy in eV: 0.75
ΔE to the lowest compared entry with this formula, charge and spin in kcal per mole: 42.9
Charge: 0
Gap between HOMO and LUMO in eV: 9.68
Energy in hartree: -365.1631

```
19
Properties=species:S:1:pos:R:3:forces:R:3:mulliken_charge:R:1
C -0.38428 -0.75191 0.79663 0.036 0.467 -0.290 -0.642
C -1.30517 -1.30951 -1.37445 0.348 -0.007 -0.179 -1.003
C -1.40058 0.95875 -0.58515 0.366 0.029 -0.112 -1.017
N -0.62779 -0.28738 -0.58404 -0.058 -0.273 0.343 -0.023
C 0.73331 0.08061 1.42251 -0.080 0.605 1.267 0.424
C 2.03791 0.08455 0.69909 -0.056 0.872 -0.158 -0.116
C 2.67250 1.24106 0.47900 -0.147 -0.687 0.034 -0.730
O 0.58418 0.71981 2.46055 -0.069 -0.728 -1.298 -0.534
H -1.28615 -0.68461 1.41727 0.026 0.046 0.110 0.340
H -0.04821 -1.79605 0.81721 -0.050 0.102 -0.298 0.459
H 2.38386 -0.85593 0.29046 0.063 0.006 -0.113 0.314
H -0.69443 -2.21781 -1.42613 -0.071 0.153 0.125 0.314
H -1.43734 -0.96670 -2.40690 -0.024 0.076 0.221 0.325
H -2.28623 -1.57197 -0.96490 -0.190 -0.048 0.034 0.364
H -0.91467 1.73262 0.01935 0.011 -0.249 0.010 0.292
H -2.41669 0.81329 -0.20050 -0.123 -0.025 0.081 0.366
H -1.47062 1.35962 -1.60229 0.020 -0.209 0.107 0.340
H 2.27181 2.18290 0.84273 0.038 -0.166 0.031 0.245
H 3.58858 1.26867 -0.10042 -0.040 0.037 0.085 0.282
```
Positions in Å, forces in eV/Å.